Density functional theory data (ωB97M-V/def2-TZVPD) for C36H47BN7OPdS3 as an isolated structure at a distorted geometry.

Values from the calculation:
Lowest unoccupied orbital energy ... -0.152 Ha
Relative energy (zero: lowest compared OMol25 entry of this formula, charge and spin) ... 67.87 kcal/mol
Energy ... -87232.621 eV
E_HOMO ... -9.3 eV

```
! RIJCOSX wB97M-V def2-TZVPD def2/J DEFGRID3
* xyz 1 1
Pd 0.2291 0.1138 -0.6583
C 5.8089 2.2887 2.4346
C 4.5045 2.5581 1.6809
C 3.9140 3.9193 2.0714
C 4.8003 2.5830 0.1860
N 3.5210 1.5226 2.0952
C 3.1310 1.4647 3.4194
C 2.1636 0.5382 3.5344
N 1.9433 -0.0097 2.2926
B 0.8464 -0.9644 1.8086
N -0.2823 -1.2672 2.7852
C -0.2452 -1.5269 4.1403
C -1.4996 -1.7692 4.5589
N -2.3438 -1.6643 3.4710
C -1.5819 -1.3869 2.3703
S -2.0953 -1.3058 0.7628
C -3.8056 -1.9169 3.5252
C -4.5876 -0.7585 2.9000
C -4.1004 -3.2370 2.8100
C -4.2303 -2.0256 4.9891
N 1.4708 -2.2799 1.3048
C 2.2052 -3.0857 2.1429
C 2.6066 -4.1591 1.4428
N 2.1331 -4.0247 0.1518
C 1.4352 -2.8607 0.0874
S 0.5924 -2.2465 -1.2629
C 2.5026 -5.0440 -0.8647
C 1.9694 -4.7236 -2.2547
C 4.0330 -5.0980 -0.9385
C 1.9317 -6.3915 -0.4145
C 2.7807 0.6065 1.4076
S 2.8622 0.1842 -0.2358
H 6.5361 3.0571 2.1805
H 6.2177 1.3207 2.1474
H 5.6685 2.2978 3.5141
H 4.5555 4.7132 1.6938
H 3.8282 4.0369 3.1499
H 2.9221 4.0334 1.6330
H 5.5346 3.3667 0.0036
H 3.9061 2.8024 -0.3909
H 5.2131 1.6410 -0.1617
H 3.5649 2.0839 4.1785
H 1.6016 0.2621 4.4034
H 0.3003 -0.3643 0.8936
H 0.6698 -1.5572 4.6994
H -1.8396 -2.0046 5.5474
H -4.3910 -0.6743 1.8375
H -4.3281 0.1840 3.3824
H -5.6531 -0.9343 3.0393
H -3.8104 -3.1814 1.7635
H -5.1657 -3.4536 2.8643
H -3.5581 -4.0557 3.2835
H -3.9464 -1.1323 5.5451
H -3.8018 -2.9046 5.4689
H -5.3129 -2.1194 5.0311
H 2.3889 -2.8189 3.1661
H 3.1924 -4.9979 1.7585
H 2.3486 -3.7696 -2.6119
H 0.8815 -4.7027 -2.2699
H 2.3049 -5.5015 -2.9377
H 4.4328 -4.1169 -1.1930
H 4.3319 -5.8023 -1.7121
H 4.4805 -5.4241 -0.0019
H 0.8477 -6.3339 -0.3243
H 2.3436 -6.7131 0.5403
H 2.1752 -7.1490 -1.1568
C 0.8653 4.5915 -1.1430
C 0.8856 3.0888 -1.1415
O 0.5723 2.4623 -0.1373
C 1.3216 2.3970 -2.3787
C 0.6929 1.2101 -2.7824
C 1.1739 0.5039 -3.8749
C 2.2838 0.9660 -4.5643
C 2.8925 2.1530 -4.1865
C 2.4100 2.8709 -3.1059
H 0.2826 4.9464 -0.2964
H 0.4431 4.9642 -2.0744
H 1.8762 4.9904 -1.0472
H -0.2735 0.9028 -2.3355
H 0.6735 -0.4030 -4.1892
H 2.6680 0.4083 -5.4062
H 3.7474 2.5181 -4.7370
H 2.9032 3.7831 -2.8024
N -1.9159 1.4834 -0.7544
C -2.8115 1.9362 -0.1952
C -3.9162 2.4870 0.5026
C -3.7939 2.7788 1.8621
C -4.8690 3.3229 2.5387
C -6.0573 3.5789 1.8689
C -6.1782 3.2889 0.5172
C -5.1113 2.7425 -0.1724
H -2.8577 2.5802 2.3654
H -4.7810 3.5506 3.5916
H -6.8921 4.0105 2.4027
H -7.1047 3.4894 -0.0014
H -5.1920 2.5133 -1.2254
*
```

***

Density functional theory data (ωB97M-V/def2-TZVPD) for a 3-piece molecular cluster, C36H47Cl2F6NO6 overall at a distorted geometry.

Values from the calculation:
Lowest unoccupied orbital energy ... -0.056 Ha
Energy ... -93204.908 eV
SMILES ... C#CCc1c2c(c(CCCCCCCCC)c(CCCN)c1[C@H](Cl)[C@H](C)Cl)C(=O)C=CC2=O.CCOC(=O)C(F)(F)F.CCOC(=O)C(F)(F)F
E_HOMO ... -9.0 eV

```
! RIJCOSX wB97M-V def2-TZVPD def2/J DEFGRID3
* xyz 0 1
C -5.2225 -4.9372 1.3241
C -3.9875 -5.2985 1.6501
C -2.4486 -5.7624 1.8109
C -1.4862 -4.5613 2.3725
C -1.5953 -4.2857 3.9373
C -0.6411 -3.1531 4.5655
C 0.3590 -2.3253 3.6229
C 1.3553 -1.2145 4.2232
C 0.9805 0.3182 3.8478
C 2.3645 1.0395 3.3899
C 2.2858 2.6517 3.3080
C 1.9393 3.0546 1.7748
C 2.1142 4.6605 1.5671
C 0.7801 5.1685 0.7701
C 0.9850 4.7353 -0.7851
C -0.3364 4.0094 -1.3935
C 0.4425 -2.5813 2.0348
C 1.4538 -1.7692 1.0861
C 0.8648 -0.4105 0.4444
C -0.6296 -0.5155 -0.1574
N -1.3482 0.7725 0.2542
C -0.5044 -3.7244 1.4144
C -0.4777 -4.0292 -0.1925
Cl -2.1833 -3.8805 -0.9510
C 0.2355 -5.4655 -0.5373
C 1.6700 -5.1339 -1.2663
Cl -0.7393 -6.5389 -1.6638
C -0.7672 -2.9448 6.1525
O 0.1811 -2.6834 6.9626
C -2.2681 -3.1489 6.7697
C -3.1318 -4.1770 6.2020
C -2.5966 -5.0625 4.9355
O -2.9554 -6.2803 4.8380
H -6.2271 -4.6366 0.8253
H -2.0699 -6.0570 0.7451
H -2.3316 -6.7385 2.4390
H 1.4842 -1.2533 5.3715
H 2.4139 -1.4576 3.7891
H 0.6284 0.8536 4.8249
H 0.1162 0.4331 3.0982
H 3.1435 0.7919 4.2273
H 2.8149 0.5933 2.4171
H 1.6145 3.1508 4.0964
H 3.3729 3.0401 3.5005
H 0.8679 2.6751 1.5600
H 2.6456 2.4362 1.0906
H 2.2553 5.2096 2.5714
H 3.0296 4.8674 0.8874
H -0.1064 4.5853 1.2544
H 0.6449 6.2997 0.9304
H 1.8377 3.9374 -0.8409
H 1.3170 5.6554 -1.3895
H -0.0800 2.9617 -1.8261
H -0.7805 4.6298 -2.2679
H -1.1052 3.8457 -0.5335
H 1.8387 -2.4718 0.2353
H 2.4213 -1.4650 1.6677
H 1.5610 -0.1495 -0.4593
H 0.9106 0.5139 1.1363
H -0.6468 -0.5133 -1.3149
H -1.2706 -1.3734 0.2612
H -1.5254 0.6549 1.2821
H -2.3112 0.6828 -0.1532
H 0.1538 -3.2352 -0.7699
H 0.5270 -5.9652 0.4698
H 1.5005 -4.3879 -2.1505
H 2.2138 -6.0763 -1.6340
H 2.3418 -4.5450 -0.5125
H -2.6661 -2.5075 7.6578
H -4.1910 -4.3654 6.6038
C -3.7927 -6.4069 -4.8594
C -4.5493 -5.0939 -4.8047
O -3.8185 -4.0573 -5.4789
C -3.9325 -4.0335 -6.8288
O -4.5934 -4.8171 -7.4693
C -3.1483 -2.8579 -7.4092
F -1.9110 -2.7415 -6.8718
F -3.7723 -1.6759 -7.1883
F -2.9735 -2.9529 -8.7451
H -2.7808 -6.2839 -4.4633
H -4.3097 -7.1751 -4.2799
H -3.6904 -6.7610 -5.8884
H -4.6571 -4.7772 -3.7638
H -5.5579 -5.1903 -5.2179
C 5.5322 8.4954 -3.5976
C 4.6226 9.7049 -3.6952
O 3.2960 9.3806 -3.2507
C 3.1040 9.3803 -1.9092
O 3.9661 9.6277 -1.0990
C 1.6452 9.0689 -1.5796
F 1.1614 8.0245 -2.2927
F 0.8312 10.1190 -1.8433
F 1.4552 8.7588 -0.2788
H 5.1048 7.6485 -4.1414
H 6.5189 8.7200 -4.0090
H 5.6553 8.1771 -2.5593
H 4.5374 10.0150 -4.7401
H 5.0217 10.5577 -3.1379
*
```

***

Density functional theory data (ωB97M-V/def2-TZVPD) for C36H47FN10O2RbS3Se as an isolated structure at a distorted geometry.

Values from the calculation:
Lowest unoccupied orbital energy (spin up / spin down) ... 0.067 / 0.054 Ha
Relative energy (zero: lowest compared OMol25 entry of this formula, charge and spin) ... 0.00 kcal/mol
Energy ... -158316.336 eV
E_HOMO (spin up / spin down) ... -4.3 / -2.0 eV

```
! RIJCOSX wB97M-V def2-TZVPD def2/J DEFGRID3
* xyz -1 1
Rb 10.0720 8.9536 13.2529
N 11.9337 6.2106 15.0072
C 12.4530 6.0984 13.7619
N 12.2845 7.0507 12.8325
C 13.0419 6.7790 11.7524
C 13.7574 5.6022 11.8090
S 13.4600 4.7485 13.2709
C 13.0384 7.8053 10.6792
C 13.7724 7.8503 9.5138
S 13.5821 9.3743 8.6968
C 12.5741 9.8701 10.0346
N 12.3240 8.9350 10.9588
N 12.1046 11.1618 10.1813
H 11.5393 7.1187 15.3239
H 11.8735 5.4036 15.6308
H 14.4086 5.2180 11.0383
H 14.4045 7.0865 9.1194
H 12.6475 11.8919 9.7021
H 11.9130 11.3928 11.1610
C 12.3741 13.3300 13.6717
C 12.1836 11.8626 13.9472
O 11.6246 11.1771 13.0947
C 12.7626 11.3572 15.2412
C 13.7007 12.1475 15.8615
C 14.3902 11.7721 17.0248
C 14.1478 10.5342 17.5977
C 13.2473 9.6795 16.9974
C 12.4924 10.0154 15.8354
O 11.6133 9.2129 15.4288
H 11.7131 13.5729 12.8487
H 13.4007 13.6026 13.3652
H 12.1096 13.9511 14.5378
H 13.9505 13.0865 15.4055
H 15.1290 12.4549 17.4245
H 14.6553 10.2761 18.5221
H 13.0436 8.6899 17.3816
C 6.6893 7.9527 13.9125
N 6.7606 8.8163 12.7504
C 6.1403 10.1271 12.9650
C 6.2928 8.1568 11.5455
C 7.0954 6.9539 11.1099
N 8.5090 7.2078 10.8777
C 9.3364 5.9966 10.8745
C 8.7792 8.0332 9.7213
H 5.6503 7.5719 14.0805
H 7.0449 8.4648 14.8012
H 7.3285 7.0891 13.7295
H 5.0717 10.0387 13.2672
H 6.2073 10.7505 12.0524
H 6.6780 10.6368 13.7718
H 6.2644 8.9272 10.7585
H 5.2293 7.8367 11.6874
H 6.5920 6.5063 10.2103
H 7.0455 6.1706 11.8821
H 9.1447 5.3059 10.0310
H 9.1735 5.4501 11.8104
H 10.3887 6.2864 10.8483
H 8.4292 7.5715 8.7523
H 9.8602 8.2035 9.6419
H 8.2818 8.9949 9.8221
Se 8.7411 4.9280 15.8852
N 9.1627 6.7418 16.0198
C 8.4075 7.2539 16.9739
C 8.3996 8.6162 17.3863
C 7.6001 8.9784 18.4515
C 6.7890 8.0453 19.1254
C 6.7236 6.7169 18.7681
C 7.5113 6.2919 17.6786
N 7.5609 5.0411 17.2463
H 9.0013 9.3360 16.8347
H 7.5623 10.0046 18.7842
H 6.2089 8.4078 19.9625
H 6.0814 5.9945 19.2518
F 6.6645 13.8331 6.6434
C 7.2057 13.2855 7.7319
C 6.7394 13.7245 8.9866
C 7.2678 13.1595 10.1255
C 8.2411 12.1165 10.0322
C 8.7799 11.4777 11.1214
C 8.7055 11.7286 8.7365
C 8.2047 12.3175 7.6004
H 5.9660 14.4835 9.0537
H 6.9899 13.4632 11.1205
H 8.6294 11.8310 12.1298
H 9.4760 10.6702 10.9717
H 9.4652 10.9634 8.7117
H 8.5667 11.9949 6.6293
C 6.2259 12.8114 18.0074
N 6.8922 12.6793 16.7075
C 8.1979 12.7121 16.3740
S 8.7284 12.4372 14.7577
N 9.1325 12.8674 17.3464
C 8.9930 13.4203 18.7069
H 5.2044 12.4266 17.8650
H 6.1681 13.8645 18.3140
H 6.6823 12.2073 18.8005
H 6.2922 12.4922 15.9190
H 10.0802 12.9064 16.9500
H 8.3801 14.3284 18.7596
H 9.9764 13.6793 19.0552
H 8.6288 12.6588 19.4126
*
```

***

Density functional theory data (ωB97M-V/def2-TZVPD) for C36H47GeN4O2Rh as an isolated structure at a distorted geometry.

Values from the calculation:
Lowest unoccupied orbital energy (spin up / spin down) ... -0.188 / -0.300 Ha
Relative energy (zero: lowest compared OMol25 entry of this formula, charge and spin) ... 0.00 kcal/mol
Energy ... -107658.116 eV
⟨S²⟩ ... 6.011
E_HOMO (spin up / spin down) ... -12.7 / -12.7 eV

```
! RIJCOSX wB97M-V def2-TZVPD def2/J DEFGRID3
* xyz 2 5
Rh 1.2139 0.5206 -0.9022
N 2.1070 0.8002 -3.7032
C 2.7857 -0.5101 -4.0573
C 1.8467 -1.6958 -3.8322
C 1.7827 -2.2881 -2.4224
N 0.8430 -1.5617 -1.5320
C 3.1674 -2.3925 -1.7884
C 4.0109 -1.1233 -1.8692
N 3.4723 -0.0739 -0.9813
C 4.1122 -0.6256 -3.3089
H 1.2171 0.9177 -4.1914
H 2.6939 1.6012 -3.9444
H 1.9293 0.9152 -2.7655
H 2.9855 -0.4262 -5.1256
H 2.2165 -2.4864 -4.4892
H 0.8422 -1.4661 -4.2021
H 1.3943 -3.3049 -2.5232
H 0.8468 -2.0542 -0.6319
H -0.1079 -1.7153 -1.8585
H 3.7138 -3.1842 -2.3067
H 3.0705 -2.7258 -0.7514
H 5.0251 -1.3791 -1.5499
H 4.1156 0.7110 -0.9519
H 3.4302 -0.4140 -0.0194
H 4.7287 -1.3356 -3.8641
H 4.6560 0.3239 -3.3538
O 1.1489 0.1616 3.2081
C 0.8362 0.5510 2.1082
O 1.6914 0.4852 1.0829
C -0.5142 1.1941 1.8240
C -1.4270 0.4386 0.8602
Ge -2.1378 -1.3135 1.4619
C -0.7916 -2.6909 1.0632
C -1.0847 -3.6934 0.1343
C -0.1403 -4.6542 -0.2134
C 1.1214 -4.6287 0.3665
C 1.4264 -3.6487 1.3055
C 0.4772 -2.6936 1.6546
C -3.6887 -1.6571 0.3451
C -4.8232 -2.2712 0.8712
C -5.9220 -2.5415 0.0658
C -5.8997 -2.2000 -1.2782
C -4.7785 -1.5836 -1.8178
C -3.6852 -1.3152 -1.0082
C -2.5734 -1.2417 3.3447
C -3.4909 -0.2890 3.7922
C -3.8222 -0.1994 5.1351
C -3.2383 -1.0657 6.0503
C -2.3289 -2.0196 5.6190
C -1.9993 -2.1064 4.2734
H -0.3344 2.1966 1.4161
H -1.0144 1.3050 2.7864
H -0.9556 0.2804 -0.1298
H -2.2936 1.0692 0.6439
H -2.0710 -3.7369 -0.3163
H -0.4001 -5.4359 -0.9173
H 1.8519 -5.3880 0.1153
H 2.3955 -3.6417 1.7899
H 0.7399 -1.9507 2.3999
H -4.8553 -2.5395 1.9213
H -6.7968 -3.0177 0.4886
H -6.7568 -2.4091 -1.9046
H -4.7652 -1.3094 -2.8653
H -2.8208 -0.8159 -1.4421
H -3.9672 0.3860 3.0870
H -4.5401 0.5384 5.4688
H -3.4981 -1.0005 7.0986
H -1.8780 -2.6992 6.3301
H -1.2921 -2.8624 3.9520
C 1.2261 4.4348 2.2898
N 2.1086 4.5908 1.1581
C 2.9082 5.7802 1.0176
C 2.1218 3.5785 0.1253
C 0.8995 3.6209 -0.8029
C 0.2002 4.8047 -0.9969
C -0.8803 4.8575 -1.8685
C -1.2572 3.7163 -2.5518
C -0.5592 2.5317 -2.3426
C 0.5228 2.4359 -1.4647
H 1.5955 5.0146 3.1312
H 1.1397 3.3797 2.5430
H 0.2315 4.8058 2.0103
H 2.9939 6.2944 1.9698
H 2.4306 6.4440 0.2862
H 3.8891 5.5118 0.6247
H 2.1339 2.6078 0.6339
H 3.0503 3.6952 -0.4363
H 0.4755 5.7157 -0.4785
H -1.4180 5.7856 -2.0066
H -2.1005 3.7402 -3.2293
H -0.9151 1.6409 -2.8567
*
```